(1)
ORCA calculation (the ωB97M-V functional and the def2-TZVPD basis) on one molecule with the formula C4H4N2O in a non-equilibrium geometry.

Output
* SMILES string: N#CCOCC#N
* gap between HOMO and LUMO: 12.3 eV
* ΔE to the lowest compared entry with this formula, charge and spin: 38.8 kcal/mol
* E_HOMO: -0.4327 hartree

ORCA input file:
```
! wB97M-V def2-TZVPD RIJCOSX def2/J DEFGRID3
* xyz 0 1
N 2.35138 -1.06887 0.72454
H -2.03591 -0.63392 0.66191
C 1.63356 -0.69849 -0.10244
C -1.06821 -0.13958 0.54009
H 0.84677 -0.78916 -2.04243
O -0.66761 -0.39833 -0.78357
H -0.37706 -0.62011 1.24421
H 0.93469 0.83962 -1.34730
N -1.18082 2.39486 1.27833
C 0.68979 -0.20958 -1.12630
C -1.17611 1.29673 0.91270
*
```

Here are the natural (NBO) charges for atoms 1 to 2, given in e: atom 1 (N): -0.28, atom 2 (H): 0.24

(2)
ORCA calculation (the ωB97M-V functional and the def2-TZVPD basis) on a 16-piece molecular cluster, C22H74ClN31O19 overall in a non-equilibrium geometry.

Output
* gap between HOMO and LUMO: 9.2 eV
* E_HOMO: -0.3397 hartree

ORCA input file:
```
! wB97M-V def2-TZVPD RIJCOSX def2/J DEFGRID3
* xyz 0 1
H 0.15591 8.67856 -4.31552
H 5.39315 -4.61485 2.56445
H 3.60847 -1.44198 -6.93573
O 6.19130 -1.43826 8.20184
C 6.23959 -2.50196 2.41088
N -6.43037 -0.28613 -7.85485
C -5.15218 7.95755 1.74031
N -0.91628 8.75007 -6.56757
H 0.84037 -3.37917 0.56652
H -6.59484 1.41283 -9.67499
H 7.16530 -4.47847 3.33530
H -5.04032 4.38982 6.02437
H 5.34747 -8.19849 -1.93633
H 4.82793 1.97044 -6.12211
H 5.14212 -11.66970 -2.35515
N 5.01705 -0.83252 6.37685
H -5.70763 9.87554 1.44890
N -0.43402 7.89218 -4.52942
N -5.47724 6.87312 2.46694
O -3.23305 -0.93159 5.33474
O -4.53578 4.40310 3.60737
H 3.67376 -4.82403 0.20778
C 3.58598 3.49881 -6.56220
H 4.42779 -3.82145 -4.54459
O -1.52873 -2.98444 -8.74925
C 5.10315 -2.16503 1.23356
O -8.39408 3.60026 8.63013
C 1.14591 -3.91344 1.57198
H -4.49749 -4.82907 11.03905
C 4.07110 -5.42240 -3.36907
H -1.73316 6.51445 -1.86168
H -7.19373 -0.46654 -8.48476
H -4.33567 -3.19698 11.61668
C 5.27110 -1.63722 7.42455
H -3.97058 -1.89142 -7.04738
H 2.32125 -3.30913 3.43210
C 4.22530 -9.80274 -2.42534
H -6.27417 -0.91662 -7.07927
C -8.74506 3.39229 7.47944
N 4.07234 2.53618 -5.75818
C 1.50823 -2.79588 2.76222
H 0.55737 -2.06779 -8.53762
H -3.51112 -1.91537 8.46330
H 3.72880 2.35378 -4.83040
C -2.44502 -2.98801 -7.94246
H 7.01057 -4.53917 1.44114
H -1.33704 5.12090 -2.82328
H 3.56974 0.92632 1.89799
H 3.06417 -4.76514 -5.06762
O -1.80936 6.78312 -5.92756
N -3.74230 -2.21052 9.40286
H 0.25255 -4.54581 2.00793
N -1.08764 5.77965 -2.09714
H -0.54392 7.15916 -3.84097
H 6.21989 -9.69960 -1.84090
O 2.27551 -4.86950 1.39892
N -3.16611 0.02567 7.37326
H -3.80219 2.14186 2.94041
N 1.44447 -1.81991 -8.11925
H -0.23330 7.26230 -0.28102
H -6.67774 9.05414 2.63539
H 3.66528 -2.85932 6.91623
H -2.68305 0.23977 8.22941
H 2.18892 4.95445 -6.60000
H 4.26417 -0.97995 5.72600
N -7.87044 3.19078 6.47735
C -5.58791 0.75556 -7.97644
H 1.90587 -0.97675 -8.41630
N -5.84196 1.56026 -9.02414
H 5.87774 -2.19190 3.49074
H 2.46528 -6.64451 -3.87739
O 4.01914 3.70195 -7.68542
H -0.92367 -1.63573 5.85161
H -3.00047 -1.07003 -8.23387
H -4.11381 0.35669 7.24817
O -4.23589 7.96113 0.93352
N -4.73003 3.49798 5.66149
H -2.21771 -4.90727 -7.36208
C 6.47115 -4.15816 2.42620
N 3.68591 3.00075 -0.94083
H -6.88684 3.21746 6.71224
H -3.52101 -4.09474 -6.54675
H 5.62779 -0.03627 6.24903
N 2.21236 2.26609 -2.49375
C 2.95791 -0.82685 2.82042
H 2.21338 4.06713 -5.10481
N 3.11714 -2.27702 -6.66465
C -4.43866 3.43856 4.34949
H 3.38485 -7.09458 -2.47190
H -4.92487 6.03830 2.32069
O -3.95846 -4.33386 8.68100
H -3.76940 -1.52388 10.13769
O 4.17398 1.19744 -2.20028
N 3.81705 -4.61770 -4.41677
H -0.33501 9.55176 -6.39010
H -5.23123 2.35651 -9.15196
N 3.22865 -6.46409 -3.24748
O -4.66772 0.95452 -7.19915
H 4.24856 -0.35581 0.03775
H 5.63025 -2.49250 0.21401
N 0.38591 6.51431 -0.54422
H 1.96296 1.60734 -3.21989
H -1.39869 8.67984 -7.45401
O 1.96735 -1.59290 2.04823
N -3.21169 -1.90780 -7.70769
O 1.35814 -3.67376 -6.84179
H 4.58485 -3.30940 8.32172
H 1.56684 3.00089 -2.25829
H -0.85125 -0.90419 7.42741
H -10.72896 3.49268 7.83453
H -8.14025 3.01803 5.52365
N -4.29865 -3.85421 10.85593
O 4.99130 -5.22345 -2.59178
H 3.06670 3.74874 -0.67763
H 5.82651 -0.01294 1.00985
O 0.87398 4.71100 -1.80367
O 3.19989 -9.18153 -2.65586
O 2.85856 -0.86675 4.17858
N 2.58356 4.21947 -6.02781
C -3.99736 -3.51827 9.58865
N -4.03148 2.22987 3.92179
H -3.94522 1.42390 4.51763
H 3.52239 -2.87798 -5.95899
H 1.27501 6.42313 -0.07036
N -2.77007 -4.07244 -7.21583
N 4.42865 -2.67891 7.54614
N -5.91886 9.03776 1.97508
C 1.93635 -2.65527 -7.18658
C 0.10643 5.61089 -1.50103
N -1.36645 -1.09822 6.58540
N 5.36564 -9.20511 -2.03534
H -6.22817 6.85082 3.13602
C 3.40643 2.09733 -1.89764
H 7.28068 -1.99696 2.11912
H -4.65626 2.71462 6.28845
H 4.15176 -2.85752 1.32562
H 3.47036 -11.62949 -2.83175
C 4.77130 -0.56631 1.08564
O 2.66874 -4.68154 0.15170
H 4.57501 2.90957 -0.46697
Cl -0.01873 -2.37174 3.79335
H -10.34638 3.17618 6.16809
C -2.62722 -0.68389 6.36535
N -10.03786 3.34612 7.11043
N 4.30674 -11.14060 -2.54055
C -1.09857 7.74691 -5.69003
N 4.05526 0.05376 2.26492
*
```

Here are the Löwdin charges for atoms 1 to 2, given in e: atom 1 (H): 0.10, atom 2 (H): 0.07

(3)
ORCA calculation (the ωB97M-V functional and the def2-TZVPD basis) on C32H24BBr2InN8O3 as an isolated structure.

Output
* gap between HOMO and LUMO: 7.1 eV
* ΔE to the lowest compared entry with this formula, charge and spin: 0.0 kcal/mol
* E_HOMO: -0.2997 hartree

ORCA input file:
```
! wB97M-V def2-TZVPD RIJCOSX def2/J DEFGRID3
* xyz 0 1
O -1.08016 -3.29066 -6.25305
C -1.42618 -1.51263 -2.53026
C 0.01231 -3.09638 -5.69878
C -1.39020 3.29938 0.59483
C -0.11344 -2.45380 -4.28946
C 2.63484 3.02844 -3.01151
H -1.60627 -1.25449 4.74478
H -1.25386 5.10506 1.87889
N -1.69197 2.02339 0.84953
C 1.78637 2.23971 -0.90351
H -6.05500 -1.52881 -2.12522
C 2.68761 -0.76782 0.72462
C 4.35720 -1.21847 -0.90887
C 3.34948 -1.40026 -1.84058
C 4.01129 3.21096 0.45302
C -1.43543 4.05189 1.76084
B -2.47588 0.64247 2.85333
C -3.92836 -1.61283 -2.36753
H 3.58209 -1.64328 -2.86653
N -2.65238 -0.12523 -1.01259
N -1.45363 -0.54363 2.78770
H -2.22214 -2.39360 -4.35353
N -0.90395 -0.99192 1.63751
C -1.76295 3.12929 2.74291
C -3.78492 0.34890 -0.48985
H 1.33759 2.67970 -4.66421
H -0.57846 0.59881 -4.09967
C 1.49819 2.56960 -3.60041
H 1.96877 -2.43460 -3.95964
H -1.54753 1.28804 -2.77833
C 0.87318 -1.52577 -2.31592
H -1.92264 3.25380 3.80050
C -1.22428 -1.43167 3.75377
H -1.10426 2.27337 -4.17490
C 2.98913 2.55275 1.14745
O 0.93373 1.39842 1.14930
H -1.14078 3.60616 -0.40907
Br 3.16208 2.30019 3.00956
C -0.75809 1.49231 -3.49741
N -0.33230 -1.18410 -1.83383
N -1.90866 1.92708 2.18217
H 5.39329 -1.31304 -1.20605
N 1.71521 -0.91776 -0.17535
C -5.10016 -1.12609 -1.81440
In -0.47238 0.30859 -0.06491
C 3.93217 3.37521 -0.89995
H 4.77958 -0.78506 1.16382
H -3.94796 -2.39943 -3.10683
C 0.50102 1.93873 -2.82353
N 0.66437 1.75712 -1.52830
C 2.81057 2.89500 -1.61504
C 1.01315 -2.14951 -3.54140
H 4.86821 3.58041 0.99863
H -3.47822 0.30082 2.27332
C -0.31267 -2.16242 1.90358
Br 5.34376 4.25835 -1.80432
H -0.14051 -3.36503 3.75699
H -5.91766 0.29527 -0.41166
H -2.66920 0.88240 4.01549
H 2.37299 -0.48396 1.72081
H -3.67278 1.12577 0.24923
C -0.49162 -2.49092 3.23873
O 1.18362 -3.30656 -6.04752
C 4.02372 -0.92173 0.40343
C -2.71908 -1.08024 -1.94697
C 2.03162 -1.26051 -1.42439
H 3.40527 3.50873 -3.59911
H 0.21814 -2.68888 1.12763
C -5.03031 -0.12055 -0.86647
C 1.85949 2.04179 0.52307
C -1.35509 -2.15184 -3.75401
*
```

Here are the Löwdin charges for atoms 1 to 2, given in e: atom 1 (O): -0.02, atom 2 (C): -0.20

(4)
ORCA calculation (the ωB97M-V functional and the def2-TZVPD basis) on C44H66N2O5PSSeSiTa as an isolated structure in a non-equilibrium geometry.

Output
* gap between HOMO and LUMO: 7.2 eV
* ΔE to the lowest compared entry with this formula, charge and spin: 33.2 kcal/mol
* E_HOMO: -0.4881 hartree

ORCA input file:
```
! wB97M-V def2-TZVPD RIJCOSX def2/J DEFGRID3
* xyz 2 1
C 2.04198 -1.06020 -4.12291
C 1.25291 2.01725 0.78589
N -1.48568 1.02743 -2.87602
H 5.36585 4.54002 3.81266
H -3.17259 4.40735 3.74723
H 4.26061 1.82825 4.75495
C -2.39697 -2.74551 0.90589
H 0.12901 3.04864 -4.01425
H 4.38375 -1.01529 3.07798
C -3.20961 -1.38704 -2.84789
C 0.84980 -5.38001 -3.51430
H 1.21820 3.81450 1.93590
C 0.98616 3.35934 -3.42205
H -2.72609 2.28126 6.74834
H -1.62291 -6.54951 -1.64623
C 3.51882 1.35206 2.11253
C 1.74432 2.89240 1.73290
H -2.58949 2.16537 -1.53347
H 4.51143 -2.51773 2.16984
C -1.83899 0.23705 1.11226
H -1.72993 1.12865 -6.22454
C -4.40319 -2.08387 2.20255
H 4.50365 3.18625 -3.79245
C -1.83101 -3.76759 -3.33250
C 2.67814 4.72144 3.72299
H -2.68191 -3.78880 1.05073
C -2.23264 -2.57858 3.36931
H 4.90206 4.41024 2.11238
H 3.14054 5.32632 4.50311
O -1.42525 -0.36600 -0.07110
S 0.30875 -2.54131 -1.91618
C 3.06161 0.43980 1.15436
Ta -0.24425 -0.20830 -1.46052
C -1.28328 -2.65613 -2.69917
H 3.95803 -2.68018 -0.15598
H 5.88045 -1.37437 0.34467
H 1.80346 3.61627 -4.09007
H 1.13314 -5.30798 -2.46323
C -2.43451 1.75067 5.84063
H -3.69538 -0.44083 -2.64292
H 5.58654 3.01563 2.95782
H -0.90651 -6.62562 -5.91040
H -5.11528 2.71798 3.85901
Se -0.40038 2.36866 -0.10781
P 2.54801 1.20568 -2.78957
O 3.16335 1.63057 -4.20752
H -3.69187 -4.42578 -4.18076
H -1.34551 1.78370 5.76322
C -2.87540 -1.94963 2.12359
O 1.31972 0.06881 -0.51045
H 4.77649 2.26130 -5.28624
C -2.62817 1.67821 3.35701
H -3.35137 2.95067 -5.65707
H 5.26739 0.09771 -0.42477
H -1.63764 4.03222 4.55814
C 4.50050 2.19365 -4.23982
C 4.92595 3.87756 3.06529
Si -0.98894 -5.43411 -3.76723
H -4.88171 -1.62835 1.33271
H 2.30505 -2.17140 0.17369
C 3.92279 -1.60611 2.28641
C -1.91629 2.31501 2.34060
H 1.31755 -4.55243 -4.05318
H -4.96981 2.82190 5.61661
C -1.79804 -6.72310 -2.71000
C -2.51591 -0.45591 2.10295
C -3.17235 -3.60808 -3.69220
O 1.37924 2.30256 -2.52409
H -4.81282 -1.61313 3.09652
H -1.40517 -7.71324 -2.95406
C -1.51968 1.58831 1.23646
C -2.36975 1.99515 -2.57559
O 1.43382 0.02144 -3.35828
H -4.94427 1.24856 4.82706
C -3.09500 2.40385 4.61809
H -1.31293 -2.71618 0.78762
C 3.29926 -1.81235 -0.09688
H -2.86091 -2.40241 -0.02076
C -1.93088 1.40358 -5.19876
H 2.60277 2.32029 5.12086
H 5.80824 0.13002 1.25614
C 2.90744 2.56021 2.42499
H 1.25270 -1.53523 -4.70036
H -2.73496 0.70805 5.95578
C -3.87976 -2.43807 -3.42844
H -1.00130 -4.88713 -6.18958
H 2.49692 -1.79189 -3.46096
C -2.89323 0.32305 3.20374
H 5.19845 1.54439 -3.71281
H 2.77871 -0.63225 -4.79646
H -3.43445 -0.17762 3.99593
C -2.72015 3.88497 4.59335
H 0.72628 4.21540 -2.80499
H 1.66315 4.48400 4.05231
C -4.62156 2.28642 4.73209
H 3.96335 3.33576 5.61377
C -2.82808 2.41097 -4.87860
C 5.29062 -0.47078 0.50794
H -4.67929 -3.13933 2.22881
H -1.14744 -2.45710 3.35293
C 1.90406 0.82329 0.49542
C -1.37626 -5.70121 -5.56516
H -2.44808 -5.80193 -5.74919
H 2.61935 5.33830 2.82318
H 3.25674 -1.35895 -1.08866
H -4.92616 -2.34342 -3.68061
C -3.05571 2.70152 -3.54343
H -3.76315 3.46149 -3.24365
H 4.42177 1.09076 2.64877
H 1.27223 -6.30874 -3.90749
H -1.65464 3.36135 2.41492
C 3.86947 -0.85095 0.94976
H -2.87753 -6.75174 -2.87577
H 2.91998 -1.88724 2.61536
H -0.58803 -0.05547 -4.39683
H -3.08241 4.36285 5.50359
C 3.51349 3.46151 3.50001
N -1.91983 -1.49898 -2.51058
C 3.58812 2.68483 4.82254
C -1.28704 0.73919 -4.17832
H -2.45575 -3.64623 3.39649
H -2.60700 -2.14062 4.29458
*
```

Here are the Löwdin charges for atoms 1 to 2, given in e: atom 1 (C): -0.12, atom 2 (C): -0.38

(5)
ORCA calculation (the ωB97M-V functional and the def2-TZVPD basis) on C9H18O18P2V as an isolated structure in a non-equilibrium geometry.

Output
* gap between HOMO and LUMO (spin up / spin down): 3.0 / 3.0 eV
* ⟨S²⟩: 0.76
* E_HOMO (spin up / spin down): 0.1998 / 0.1985 hartree

ORCA input file:
```
! wB97M-V def2-TZVPD RIJCOSX def2/J DEFGRID3
* xyz -4 2
O 1.95744 4.43784 0.40915
C 0.91655 3.76831 0.87742
H 2.53533 5.91158 -0.98660
V 0.14932 -1.16573 -0.14353
C 2.69022 1.15155 -3.10184
O -0.53654 0.70958 -0.44175
O 4.00410 0.07900 -0.08360
O -4.82692 -3.26116 1.05297
H -5.01155 -4.97114 2.31246
O 3.88885 2.18895 -0.90659
H -5.40359 -3.38773 2.98611
H 0.29351 1.12274 1.64962
O -2.54378 0.79225 -1.53289
H 2.01165 1.87341 -2.64605
H 0.88389 1.51032 3.29588
H 3.44538 1.66665 -3.71358
O -3.22606 -4.42073 -0.03275
C -4.03541 -3.52139 0.04465
H -3.50541 -1.54452 -2.42012
H 4.38234 1.31008 1.45007
P -1.07754 0.49479 -1.94144
O 1.69463 -1.35406 -0.62793
O 3.26523 0.36425 -2.07240
O -4.24633 -2.63410 -0.91371
C -3.23147 -2.46249 -1.90547
O -0.55055 1.89731 -2.38437
O 0.16474 -4.26305 2.17840
O -0.14678 3.67209 0.30597
H -0.44122 2.36845 2.67573
H -3.22971 -3.32375 -2.58263
H 4.02699 -0.43827 1.94980
O -0.63059 -2.87256 0.53941
C 1.83785 5.08339 -0.85609
O 1.24114 3.09956 1.95669
C -4.74112 -3.91416 2.29368
H 2.82038 0.71327 1.56596
H 2.09158 4.24977 -1.51322
O 0.50999 -1.46145 1.85298
O -0.41193 -0.88608 -2.07871
O -1.81648 -2.95196 2.37658
C 3.74266 0.98889 -1.00106
P -0.31711 -2.79218 2.10357
C 3.82021 0.38211 1.26979
H 0.82700 5.45268 -1.02453
C 0.51384 1.93015 2.35998
H -3.73569 -3.72236 2.68546
H 2.17694 0.47500 -3.77996
H -2.22597 -2.34508 -1.50150
*
```

Here are the natural (NBO) charges for atoms 1 to 2, given in e: atom 1 (O): -0.53, atom 2 (C): 0.96

(6)
ORCA calculation (the ωB97M-V functional and the def2-TZVPD basis) on one molecule with the formula C3H3ClO in a non-equilibrium geometry.

Output
* SMILES string: C=C(Cl)C=O
* gap between HOMO and LUMO: 9.9 eV
* ΔE to the lowest compared entry with this formula, charge and spin: 5.1 kcal/mol
* E_HOMO: -0.3746 hartree

ORCA input file:
```
! wB97M-V def2-TZVPD RIJCOSX def2/J DEFGRID3
* xyz 0 1
Cl 1.55157 -1.57812 0.01227
H 0.08333 1.70123 -0.05946
C -1.10341 -0.58461 0.09519
C 0.33167 -0.35777 0.02010
C 0.77810 0.93358 -0.03575
O -1.66842 -1.63233 -0.09479
H -1.75472 0.29542 0.27086
H 1.78187 1.22261 -0.20840
*
```

Here are the natural (NBO) charges for atoms 1 to 2, given in e: atom 1 (Cl): 0.04, atom 2 (H): 0.20

Molar mass per entry: 96.1, 1112.5, 854.0, 1054.1, 527.1, 90.5 g/mol